{"formula": "C16H32AgAsF6O12", "method": "ωB97M-V/def2-TZVPD", "elements": ["Ag", "As", "F", "F", "F", "F", "F", "F", "C", "C", "O", "C", "O", "O", "C", "H", "H", "H", "H", "H", "H", "H", "H", "C", "C", "O", "C", "O", "O", "C", "H", "H", "H", "H", "H", "H", "H", "H", "C", "C", "O", "C", "O", "O", "C", "H", "H", "H", "H", "H", "H", "H", "H", "C", "C", "O", "C", "O", "O", "C", "H", "H", "H", "H", "H", "H", "H", "H"], "coordinates": [[0.419491, 0.422752, -0.117118], [2.988082, 2.035745, 1.470660], [3.218451, 0.352390, 1.738470], [3.285269, 2.347244, 3.126198], [2.682586, 3.698216, 1.170749], [2.591161, 1.636200, -0.194527], [1.259769, 1.828838, 1.774829], [4.623906, 2.240883, 1.033497], [-0.089541, -2.419637, -2.750969], [0.194488, -1.582084, -3.979934], [1.579301, -1.297269, -4.181519], [2.151389, -0.464192, -3.319389], [1.647438, -0.033053, -2.310055], [3.331999, -0.129592, -3.805933], [4.247685, 0.556297, -2.936525], [0.024531, -1.837206, -1.834678], [0.623443, -3.241249, -2.650133], [-1.096107, -2.834367, -2.795282], [-0.408349, -0.673653, -3.991356], [-0.073874, -2.172078, -4.855617], [4.998933, -0.146461, -2.587137], [3.739071, 1.001692, -2.088637], [4.691893, 1.359639, -3.518877], [-4.397053, 2.556617, -3.404582], [-3.178515, 2.115844, -2.620359], [-2.210052, 3.187996, -2.718483], [-1.083747, 3.001835, -2.062417], [-0.881336, 2.099903, -1.281416], [-0.220492, 3.948226, -2.395772], [1.062461, 3.874942, -1.770028], [-5.142935, 1.764051, -3.363081], [-4.137275, 2.779803, -4.438404], [-4.811775, 3.467159, -2.973342], [-2.744105, 1.203260, -3.024114], [-3.423371, 2.015200, -1.563967], [1.001472, 3.585571, -0.725150], [1.515652, 4.852642, -1.886635], [1.694231, 3.134623, -2.267586], [2.750282, -1.565475, 4.425819], [1.372974, -1.466995, 3.794861], [0.995937, -2.696116, 3.172066], [0.870031, -2.702878, 1.855205], [1.098869, -1.771434, 1.124818], [0.474568, -3.921409, 1.487940], [-0.075878, -4.041953, 0.187343], [2.989008, -0.606004, 4.879941], [3.478014, -1.802930, 3.652932], [2.760390, -2.346527, 5.187841], [1.378328, -0.649810, 3.071170], [0.600427, -1.133024, 4.495148], [-0.070990, -5.103151, -0.057925], [0.560163, -3.572370, -0.564510], [-1.082894, -3.635954, 0.107416], [-3.358101, -2.841810, 3.532436], [-2.218274, -2.058039, 2.930282], [-2.517543, -0.658837, 3.110425], [-2.241250, 0.170645, 2.123174], [-1.740133, -0.143532, 1.062494], [-2.628332, 1.382922, 2.467753], [-2.266183, 2.438923, 1.576057], [-4.221612, -2.796292, 2.865596], [-3.646319, -2.397209, 4.484188], [-3.107123, -3.884274, 3.715088], [-2.044159, -2.287732, 1.881232], [-1.286051, -2.237766, 3.470091], [-2.764219, 2.302866, 0.617062], [-1.191830, 2.424776, 1.380340], [-2.542276, 3.364661, 2.062343]], "forces_ev_per_a": [[0.025, -0.271, 0.016], [-0.009, 0.005, 0.113], [0.021, -0.419, 0.123], [-0.043, 0.068, 0.282], [-0.154, 0.349, -0.195], [0.067, 0.172, -0.389], [-0.281, -0.081, 0.324], [0.461, -0.005, -0.100], [0.357, 0.182, 0.496], [-0.463, -0.727, -0.111], [-0.019, 0.053, -0.005], [-0.039, 0.448, -0.225], [-0.150, -0.083, 0.130], [0.259, -0.281, 0.055], [-0.099, 0.433, 0.147], [-0.209, 0.046, -0.099], [-0.061, -0.045, -0.357], [-0.031, 0.031, -0.025], [0.208, 0.174, 0.080], [0.057, 0.159, -0.108], [0.046, -0.022, -0.085], [-0.154, -0.112, 0.102], [0.133, -0.169, -0.091], [0.250, 0.070, 0.120], [-0.267, 0.683, 0.077], [-0.264, -0.056, -0.433], [0.550, 0.250, -0.138], [-0.041, -0.275, 0.100], [-0.431, -0.099, 0.021], [0.660, -0.270, 0.082], [-0.070, 0.052, -0.103], [-0.023, -0.159, -0.046], [-0.065, -0.056, 0.056], [0.071, -0.061, 0.163], [0.031, -0.392, -0.044], [-0.139, 0.203, 0.045], [-0.091, 0.078, 0.083], [-0.191, 0.004, -0.059], [-0.588, -0.351, -0.033], [0.434, 1.567, -0.032], [-0.187, -0.320, 0.219], [0.260, 0.257, 0.169], [-0.355, -0.048, -0.485], [-0.336, 0.016, 0.256], [0.626, -0.339, -0.945], [0.123, 0.006, -0.020], [0.123, 0.093, 0.040], [0.107, 0.048, 0.021], [0.160, -0.308, -0.295], [-0.030, -0.746, 0.222], [-0.221, -0.003, 0.275], [-0.049, 0.176, 0.331], [-0.031, 0.074, 0.229], [-0.364, 0.190, -0.125], [0.465, -0.218, 0.458], [-0.222, -0.048, -0.013], [0.021, -0.101, -0.186], [0.171, 0.097, -0.145], [0.025, 0.091, 0.327], [0.406, -0.172, -0.484], [-0.042, -0.082, 0.108], [0.033, -0.014, 0.033], [0.162, -0.024, -0.141], [-0.136, 0.147, -0.051], [-0.138, -0.040, -0.038], [-0.127, 0.123, 0.090], [-0.047, 0.027, 0.163], [-0.147, 0.026, 0.044]], "gap_ha": 0.3911, "homo_energy_ev": -10.413, "lumo_ev": 0.228, "relative_energy_kj_mol": 0.0}

{"formula": "C16H32AlBrF3KMgN3O16S2", "method": "ωB97M-V/def2-TZVPD", "elements": ["C", "C", "C", "O", "O", "C", "C", "C", "C", "C", "C", "O", "C", "O", "O", "C", "C", "C", "C", "N", "H", "H", "H", "H", "H", "H", "H", "H", "H", "H", "H", "H", "H", "H", "H", "H", "H", "H", "H", "H", "H", "H", "H", "H", "H", "C", "C", "O", "O", "H", "H", "H", "O", "H", "H", "Al", "N", "O", "O", "O", "Br", "O", "H", "H", "Mg", "N", "S", "O", "O", "F", "S", "O", "O", "F", "F", "K"], "coordinates": [[1.539352, 4.121290, 0.546728], [1.432284, 4.870950, -0.620689], [1.747685, 4.401759, -2.016827], [2.893436, 4.241183, -2.251691], [0.716687, 4.278022, -2.831378], [0.753481, 3.129603, -3.655978], [-0.218872, 2.072923, -3.186352], [0.234680, 1.625780, -1.787489], [-0.030180, 0.150243, -1.479127], [-1.211165, -0.046371, -0.497017], [-0.727036, -0.677639, 0.778263], [-0.517924, 0.365833, 1.825818], [-0.901117, -0.233778, 3.076430], [-2.011159, -0.291065, 3.423515], [0.198232, -0.680828, 3.650738], [0.398747, -0.351257, 5.045457], [1.120970, -1.537503, 5.680892], [2.623621, -1.267052, 5.793809], [3.279846, -0.911087, 4.432587], [4.084990, -2.010432, 3.946812], [0.709579, 3.509635, 0.888240], [2.420510, 4.225121, 1.167193], [1.128401, 5.911383, -0.534840], [0.444843, 3.458799, -4.684086], [1.730565, 2.683890, -3.777729], [-1.258135, 2.337174, -3.262556], [-0.085762, 1.221785, -3.844984], [-0.255112, 2.278872, -1.069817], [1.324655, 1.740971, -1.786397], [0.873881, -0.256016, -1.020030], [-0.190027, -0.423285, -2.379812], [-1.677444, 0.910937, -0.311449], [-1.915280, -0.704209, -0.987825], [-1.410711, -1.451040, 1.099121], [0.204040, -1.187516, 0.560423], [-0.520275, -0.175509, 5.585570], [1.018401, 0.532425, 5.151593], [0.683531, -1.687338, 6.660310], [0.905142, -2.428285, 5.102578], [2.847703, -0.542245, 6.562474], [3.083422, -2.189570, 6.131666], [3.953025, -0.071351, 4.583864], [2.454898, -0.505201, 3.603430], [3.484401, -2.825374, 4.042890], [4.177803, -1.871573, 2.882404], [6.676875, -2.504636, 0.539408], [5.421699, -1.698607, 0.290166], [4.387794, -2.150280, 0.905031], [5.529261, -0.723876, -0.475908], [6.490872, -3.336895, 1.211626], [7.049783, -2.895116, -0.405479], [7.434117, -1.858964, 0.981392], [3.828020, 0.811926, -2.415031], [4.509766, 0.235162, -2.039753], [3.691392, 1.483492, -1.721371], [0.865239, 1.544402, 2.453252], [-4.438476, -1.721766, -1.462545], [-4.357641, -0.605422, -1.969623], [-5.406653, -2.012732, -0.775668], [-3.531023, -2.543299, -1.636713], [2.658993, -1.587787, 1.944223], [-1.972837, 2.654795, -5.308958], [-2.472974, 3.424196, -5.600804], [-2.243111, 1.956813, -5.914455], [2.296875, 2.423216, -1.136749], [-8.463137, -3.755441, -2.156958], [-9.881102, -4.375832, -1.762543], [-10.739007, -4.668143, -2.851476], [-10.462785, -3.851747, -0.579054], [-9.375907, -5.797910, -1.315713], [-8.556727, -2.293914, -2.743912], [-7.348281, -1.892799, -3.380527], [-9.200841, -1.320894, -1.933177], [-9.535328, -2.453649, -3.966172], [1.503178, 4.768627, -5.167215], [6.103356, 1.004028, -1.842027]], "forces_ev_per_a": [[1.258, -2.354, -0.972], [-0.739, 1.309, -0.748], [-5.915, 3.139, 0.195], [3.751, -2.381, -0.636], [0.784, -0.368, 1.871], [-2.103, -0.727, -3.236], [1.300, -0.291, 0.994], [-1.701, -0.895, -1.185], [0.015, 0.434, 0.878], [0.901, -0.050, -0.759], [-0.340, -0.406, -1.448], [-0.514, -1.263, 0.276], [-0.614, -0.072, -0.282], [-0.664, 0.156, 0.304], [0.463, 0.914, -0.137], [0.211, -1.282, 1.569], [0.200, 0.857, 0.176], [-0.308, -0.951, -0.852], [0.404, 0.188, 1.103], [-0.126, 0.956, 0.013], [0.111, -0.669, -0.236], [-0.700, 1.159, 1.223], [1.154, 0.652, -0.215], [0.748, 0.130, 0.712], [0.720, 0.289, 0.090], [-0.325, 0.302, 0.279], [0.045, -0.045, -0.328], [0.484, 0.231, 0.536], [-4.113, -2.920, -2.940], [0.121, -0.222, 0.004], [-0.030, 0.040, -0.352], [-0.509, 0.067, 0.150], [-0.503, -0.117, 0.130], [-0.440, 0.291, 0.764], [0.395, 0.127, 0.564], [-0.603, 0.058, -0.489], [0.065, 0.361, -0.435], [0.065, -0.177, 0.268], [0.003, -0.207, -0.151], [-0.064, 0.448, 0.028], [0.242, -0.102, 0.175], [-0.032, 0.425, -0.333], [1.351, -0.917, 1.832], [0.458, -0.465, 0.015], [1.602, -0.569, 2.708], [-0.145, -0.469, 0.244], [0.471, 0.039, -0.132], [0.348, -0.774, -0.001], [-1.196, -0.432, 0.655], [-0.017, 0.017, -0.003], [0.023, 0.093, -0.062], [0.005, 0.099, -0.065], [-1.252, 0.266, -0.553], [-2.737, -1.370, 0.338], [1.558, -0.937, -0.218], [0.871, 0.430, -0.220], [-0.232, -0.076, -0.009], [0.231, 0.564, -0.150], [-0.286, -0.109, 0.224], [0.507, -0.222, 0.050], [-2.813, 1.375, -5.026], [-0.168, -0.016, -0.160], [0.068, 0.068, -0.011], [-0.030, -0.025, -0.004], [3.361, 4.006, 4.394], [-0.243, 0.331, 0.127], [-0.892, -1.917, 0.794], [0.048, 0.304, -0.631], [0.274, 0.657, 0.241], [0.489, 0.210, -0.096], [0.190, 1.547, -1.497], [0.655, -0.619, 0.334], [-0.166, -0.226, 0.761], [-0.176, -0.256, 0.011], [0.344, 0.322, -0.126], [4.400, 2.040, -0.334]], "gap_ha": 0.0505, "charge": 1, "homo_energy_ev": -9.243, "lumo_ev": -7.870}

{"formula": "C16H32B2KO2S2Sn", "method": "ωB97M-V/def2-TZVPD", "elements": ["Sn", "K", "B", "H", "H", "H", "H", "B", "H", "H", "H", "H", "C", "S", "O", "C", "H", "H", "H", "H", "H", "H", "C", "S", "O", "C", "H", "H", "H", "H", "H", "H", "C", "C", "C", "C", "C", "C", "H", "H", "H", "H", "H", "H", "C", "C", "C", "C", "C", "C", "H", "H", "H", "H", "H", "H"], "coordinates": [[1.936720, 1.726350, 2.771083], [-1.630638, 2.531126, 0.960811], [-0.795551, 2.660163, 3.931765], [-1.282111, 1.627711, 3.915454], [-0.576515, 3.057989, 2.908889], [-1.462818, 3.375325, 4.510994], [0.252965, 2.554452, 4.422632], [0.463809, 0.896475, 0.241557], [1.480688, 0.511421, -0.108195], [0.696982, 1.919903, 0.607449], [-0.227159, 0.902243, -0.629516], [0.069490, 0.256814, 1.061620], [0.732813, 5.431864, -3.231450], [2.011086, 4.168208, -3.311231], [3.345309, 4.890190, -3.239081], [1.734613, 3.547196, -1.618338], [0.711320, 6.011187, -4.153289], [1.034702, 6.143765, -2.462160], [-0.231285, 4.961808, -3.042563], [2.505406, 2.928777, -1.156912], [0.895241, 2.845743, -1.613354], [1.567454, 4.360329, -0.909535], [1.534979, -2.158271, 2.907403], [0.792932, -1.688870, 4.514509], [1.275640, -0.275868, 4.836150], [-0.879489, -1.426782, 3.793913], [1.266686, -1.402184, 2.167043], [1.203475, -3.157913, 2.631483], [2.624054, -2.201316, 2.952463], [-0.769657, -0.635941, 3.051065], [-1.510164, -0.921570, 4.525555], [-1.237219, -2.393828, 3.447478], [-2.304511, -4.531721, 1.879308], [-1.054428, -4.356019, 1.278424], [-0.808354, -3.256203, 0.477472], [-1.726820, -2.219779, 0.462183], [-2.942113, -2.339870, 1.145935], [-3.256168, -3.537460, 1.772268], [-2.534128, -5.453958, 2.394711], [-0.260167, -5.051017, 1.519739], [0.146713, -3.063357, 0.004867], [-1.537159, -1.272727, -0.025319], [-3.665186, -1.541039, 1.049522], [-4.236588, -3.655911, 2.214337], [0.992173, -0.860365, -5.377658], [1.412963, 0.125588, -4.494900], [1.022906, 0.036277, -3.158031], [0.159256, -0.970010, -2.734326], [-0.220628, -1.966303, -3.647093], [0.159942, -1.898799, -4.976512], [1.245884, -0.691743, -6.416518], [2.059414, 0.947432, -4.768740], [1.283719, 0.829786, -2.471850], [-0.269012, -1.031856, -1.745270], [-0.947133, -2.713515, -3.354497], [-0.254308, -2.573904, -5.711723]], "forces_ev_per_a": [[-2.639, -0.701, 0.830], [-0.834, 0.063, -0.184], [0.072, -0.902, 0.062], [-0.633, -1.786, -0.382], [0.534, 1.211, -2.739], [-0.552, 1.407, 0.987], [2.423, -0.320, 1.181], [1.793, -1.138, 0.101], [1.676, -0.836, -0.463], [0.683, 3.573, 1.342], [-1.851, 0.424, -1.873], [-1.130, -1.647, 2.463], [0.196, 0.358, 0.110], [2.015, 0.527, 0.710], [-1.543, -0.692, -0.254], [-0.684, -0.473, 0.568], [0.022, -0.387, -0.223], [-0.156, -0.176, 0.248], [-0.031, 0.099, 0.024], [0.661, 0.183, -0.835], [-0.326, 0.394, -0.197], [-0.148, 0.234, -0.238], [0.420, 0.138, 0.441], [-0.613, 0.574, -1.019], [0.569, 0.392, -1.234], [0.784, 0.513, 0.679], [-0.315, -0.155, -0.066], [-0.309, 0.138, -0.074], [-0.010, 0.058, 0.493], [0.195, -0.508, -0.505], [0.001, -0.639, 0.437], [-0.254, 0.191, -0.182], [0.414, -0.070, -0.268], [-0.122, -0.343, 0.354], [0.371, 0.950, 0.515], [-0.978, 0.207, 0.358], [0.385, -0.263, -0.905], [-0.384, 0.417, 0.232], [0.072, 0.037, 0.145], [-0.062, -0.288, -0.434], [0.090, -0.390, -0.084], [0.226, -0.164, -0.243], [-0.096, -0.004, 0.243], [0.007, -0.105, 0.052], [0.068, 0.779, -0.522], [-0.028, -0.638, 0.989], [-0.612, 0.218, 0.066], [0.166, -0.759, -0.894], [-0.479, 0.453, 0.182], [0.227, 0.481, 0.061], [0.012, -0.429, -0.110], [-0.048, -0.048, -0.360], [0.194, -0.073, 0.054], [0.296, 0.214, 0.156], [0.114, -0.122, 0.151], [0.151, -0.181, 0.052]], "gap_ha": 0.1980, "charge": 1, "homo_energy_ev": -11.192, "lumo_ev": -5.803}